## A
The following is a DFT calculation (wB97M-V/def2-TZVPD) of an isolated molecule of C3H3NO3.

Output
* HOMO-LUMO gap (alpha / beta): 8.41 / 8.41 eV
* LUMO energy (alpha / beta): -0.616 / -0.615 eV

```
! RIJCOSX wB97M-V def2-TZVPD def2/J DEFGRID3
* xyz 0 1
C -1.08502 0.14378 -0.78320
C 0.40123 -0.35975 -0.82419
C 0.62818 0.29443 1.29722
N -1.49855 0.02041 0.52001
O -1.65435 0.52113 -1.76035
O 1.17716 0.41870 0.06939
O -0.62510 -0.00874 1.47961
H 0.53084 -1.50934 -0.52695
H 0.93359 -0.15824 -1.70936
H 1.19202 0.63762 2.23782
*
```

***

## B
The following is a DFT calculation (wB97M-V/def2-TZVPD) of an isolated molecule of C3H3NO3.

Output
* HOMO-LUMO gap: 10.56 eV
* LUMO energy: 0.362 eV

```
! RIJCOSX wB97M-V def2-TZVPD def2/J DEFGRID3
* xyz 0 1
C -0.00770 -0.08786 0.07391
C -1.09773 0.84198 0.27783
C -2.11789 1.42521 0.33217
O -3.38366 1.87734 0.65919
N -4.48604 1.25291 0.06061
O -5.48140 1.79372 0.36233
O -4.25285 0.33084 -0.62650
H -0.15141 -1.03660 -0.35278
H 0.92262 0.33200 -0.48319
H 0.20804 -0.33308 1.14121
*
```

***

## C
The following is a DFT calculation (wB97M-V/def2-TZVPD) of a structure of composition C3H3NO3.

Output
* HOMO-LUMO gap: 9.16 eV
* LUMO energy: 0.225 eV

```
! RIJCOSX wB97M-V def2-TZVPD def2/J DEFGRID3
* xyz 0 1
C -0.85925 -0.14543 -0.36771
C 0.28248 0.01444 0.51004
O -1.83304 0.69840 -0.61196
O 0.66417 1.33077 0.77316
N -0.59933 -1.22424 -1.11141
C 0.71912 -1.20571 -0.81116
O 1.75180 -1.61968 -1.20162
H -1.77528 1.44540 0.00496
H 1.36547 1.34471 1.43264
H 0.28385 -0.63866 1.38307
*
```

***

Energies in kcal/mol, measured from the most stable structure: A 62.7; B 117.6; C 0.0.

***

## A
The following is a DFT calculation (wB97M-V/def2-TZVPD) of an isolated molecule of C3H3NO3.

Output
* HOMO-LUMO gap: 10.48 eV
* LUMO energy: -0.099 eV

```
! RIJCOSX wB97M-V def2-TZVPD def2/J DEFGRID3
* xyz 0 1
H -0.03991 1.94216 -1.18296
N -0.77801 1.51041 -0.62121
C -0.50003 0.31078 -0.39838
C -1.31096 -0.48575 0.61092
O -0.87588 -1.32969 1.34841
O 0.53488 -0.41853 -1.03686
C 1.51887 -0.47630 -0.07328
O 1.40229 0.25109 0.86984
H -2.36975 -0.19074 0.58976
H 2.41851 -1.11342 -0.10624
*
```

***

## B
The following is a DFT calculation (wB97M-V/def2-TZVPD) of an isolated molecule of C3H3NO3.

Output
* HOMO-LUMO gap: 10.88 eV
* LUMO energy: 0.774 eV

```
! RIJCOSX wB97M-V def2-TZVPD def2/J DEFGRID3
* xyz 0 1
O -0.95750 -1.93647 1.94276
C -0.26126 -1.06315 1.52774
O -0.02636 -0.97905 0.17573
C 0.65288 0.15357 -0.32750
N 0.38337 0.55530 -1.71328
C -0.22595 1.28454 -0.75017
O -1.14083 2.03767 -0.56388
H 0.19213 -0.31487 2.21524
H 1.70178 0.22903 -0.03205
H -0.17413 0.04942 -2.39245
*
```

***

Energies in kcal/mol, measured from the most stable structure: A 0.0; B 11.5.

***

## A
The following is a DFT calculation (wB97M-V/def2-TZVPD) of a structure of composition C3H3NO3.

Output
* HOMO-LUMO gap: 9.40 eV
* LUMO energy: -0.859 eV

```
! RIJCOSX wB97M-V def2-TZVPD def2/J DEFGRID3
* xyz 0 1
N -1.27902 1.37713 -1.03304
C -0.44256 0.45967 -0.70364
O 0.79330 0.17614 -0.94915
C 1.42962 -0.74080 0.60445
O 2.11211 -0.19955 1.38857
C -1.00042 -0.32155 0.42104
O -0.21380 -0.87628 1.19082
H -0.85084 2.11168 -1.59317
H 1.51916 -1.66134 0.04320
H -2.06756 -0.32511 0.63090
*
```

***

## B
The following is a DFT calculation (wB97M-V/def2-TZVPD) of an isolated molecule of C3H3NO3.

Output
* HOMO-LUMO gap: 9.06 eV
* LUMO energy: 0.430 eV

```
! RIJCOSX wB97M-V def2-TZVPD def2/J DEFGRID3
* xyz 0 1
O 1.36846 -1.12633 1.29036
C 1.78292 -0.45506 0.38985
O 1.01588 0.32544 -0.41087
C -0.32172 0.25219 -0.18035
C -1.19908 -0.33343 0.63698
O -2.29026 -0.12396 -0.17426
N -1.25949 0.83356 -1.04205
H 2.83014 -0.35055 0.08682
H -1.24593 -0.62833 1.67334
H -1.04784 0.62304 -2.03922
*
```

***

## C
The following is a DFT calculation (wB97M-V/def2-TZVPD) of a structure of composition C3H3NO3.

Output
* HOMO-LUMO gap: 9.30 eV
* LUMO energy: -0.076 eV

```
! RIJCOSX wB97M-V def2-TZVPD def2/J DEFGRID3
* xyz 0 1
N -0.58322 1.29929 -0.65479
C -0.49670 0.17261 -0.11098
O 0.54239 -0.77148 -0.15069
C 1.79732 -0.31444 0.04929
O 2.11744 0.83268 0.18318
C -1.69743 -0.42754 0.61466
O -1.89405 -0.93249 -0.49038
H 0.33028 1.69845 -0.82354
H 2.47890 -1.17284 0.08560
H -2.59492 -0.38425 1.29765
*
```

***

Energies in kcal/mol, measured from the most stable structure: A 0.0; B 45.6; C 26.4.

***

## A
The following is a DFT calculation (wB97M-V/def2-TZVPD) of an isolated molecule of C3H3NO3.

Output
* HOMO-LUMO gap (alpha / beta): 9.13 / 9.13 eV
* LUMO energy (alpha / beta): -0.790 / -0.790 eV

```
! RIJCOSX wB97M-V def2-TZVPD def2/J DEFGRID3
* xyz 0 1
O -2.18980 1.15523 0.07919
C -0.99094 1.13285 0.08292
C -0.16238 -0.06607 -0.08376
C 1.68367 0.09770 -0.21160
O 2.14594 1.08366 0.14815
N -0.64062 -1.26138 0.04666
O -0.12717 -2.37393 0.06301
H -0.27169 2.01210 0.33673
H 2.23385 -0.70418 -0.71934
H -1.68086 -1.07597 0.25803
*
```

***

## B
The following is a DFT calculation (wB97M-V/def2-TZVPD) of an isolated molecule of C3H3NO3.

Output
* HOMO-LUMO gap: 9.28 eV
* LUMO energy: 0.128 eV

```
! RIJCOSX wB97M-V def2-TZVPD def2/J DEFGRID3
* xyz 0 1
C -3.67191 0.08019 0.18647
C -1.44317 -0.23648 0.07241
C 0.06508 0.02231 0.23634
N -3.35023 -0.84633 -0.82122
O -4.68271 0.52398 0.50357
O -2.29791 0.46953 0.69686
O -1.98056 -0.95713 -0.87965
H 0.46000 -0.69156 -0.49601
H 0.53022 -0.16810 1.31013
H 0.34715 1.05396 -0.03324
*
```

***

Energies in kcal/mol, measured from the most stable structure: A 41.6; B 0.0.

***

## A
The following is a DFT calculation (wB97M-V/def2-TZVPD) of the ion C5H13N2O with charge +1.

Output
* HOMO-LUMO gap: 9.73 eV
* LUMO energy: -3.325 eV

```
! RIJCOSX wB97M-V def2-TZVPD def2/J DEFGRID3
* xyz 1 1
C -0.67986 3.04893 -0.37257
N -0.72795 1.69134 0.15254
C 0.47857 0.87466 0.05265
C 0.10618 -0.55914 0.40963
N -1.15747 -0.95823 -0.33169
C 1.23530 -1.52269 0.05171
C 0.98188 -2.95309 0.47287
O -0.14177 -3.39333 0.37782
H -0.01244 3.11499 -1.22849
H -1.64887 3.25595 -0.82973
H -0.37328 3.81395 0.30222
H -1.09427 1.63777 1.08721
H 1.20576 1.18905 0.81361
H 0.93073 0.95526 -0.93422
H -0.13385 -0.69357 1.45736
H -1.16656 -1.99374 -0.27160
H -1.96626 -0.53244 0.11648
H -1.17825 -0.66415 -1.30771
H 1.33403 -1.68605 -1.03373
H 2.16802 -1.04058 0.29944
H 1.84036 -3.58489 0.71621
*
```

***

## B
The following is a DFT calculation (wB97M-V/def2-TZVPD) of a cluster of 2 separate species, C5H13N2O in total.

Output
* HOMO-LUMO gap: 9.85 eV
* LUMO energy: -3.534 eV

```
! RIJCOSX wB97M-V def2-TZVPD def2/J DEFGRID3
* xyz 1 1
C 0.85895 -0.46263 0.46981
C -0.52205 -0.86895 -0.03237
C -1.26009 0.39112 -0.52953
C -1.91751 0.40958 -1.67607
C -1.44742 2.60622 0.25880
N -1.26014 1.37575 0.50132
N 1.43152 0.75086 -0.28899
H 0.67455 -0.06569 1.46529
H 1.64188 -1.19541 0.34236
H -1.23806 -1.16988 0.72935
H -0.41990 -1.55884 -0.86542
H -1.98425 -0.46532 -2.30841
H -2.55943 1.22501 -1.99214
H -1.80645 3.07695 -0.65969
H -1.47553 3.22471 1.15196
H 2.44768 0.78358 -0.17900
H 1.50072 0.53519 -1.28096
H 0.91255 1.56986 0.03011
H 2.47896 -3.06023 2.24848
H 2.18211 -3.73910 0.93253
O 1.76191 -3.36278 1.68259
*
```

***

Energies in kcal/mol, measured from the most stable structure: A 0.0; B 32.1.

***

## A
The following is a DFT calculation (wB97M-V/def2-TZVPD) of a cluster of 2 separate species, C5H13N2O in total.

Output
* HOMO-LUMO gap: 9.81 eV
* LUMO energy: -3.262 eV

```
! RIJCOSX wB97M-V def2-TZVPD def2/J DEFGRID3
* xyz 1 1
C -0.40168 -0.88841 1.31428
C 0.12591 0.54829 1.25622
C 0.97461 0.71930 0.02844
C 0.47238 1.24468 -1.08003
C 2.66270 -0.62946 -0.80828
N 2.22881 0.10714 0.11304
N -1.13499 -1.25071 0.04933
H 0.42348 -1.59763 1.42504
H -1.06526 -0.99542 2.17005
H 0.71002 0.66942 2.16362
H -0.72854 1.22168 1.25150
H -0.49422 1.73821 -0.94588
H 0.96215 1.44868 -2.02385
H 2.07184 -0.89759 -1.69596
H 3.67357 -1.02682 -0.72985
H -1.17810 -2.26582 0.00445
H -2.08791 -0.84496 0.04440
H -0.61690 -0.83612 -0.73896
H -3.21687 1.00155 -1.36461
H -4.11738 0.21467 -0.43372
O -3.21292 0.54793 -0.51357
*
```

***

## B
The following is a DFT calculation (wB97M-V/def2-TZVPD) of a cluster of 2 separate species, C5H13N2O in total.

Output
* HOMO-LUMO gap: 6.98 eV
* LUMO energy: -5.514 eV

```
! RIJCOSX wB97M-V def2-TZVPD def2/J DEFGRID3
* xyz 1 1
C -0.32650 -1.65240 0.88359
C -0.01784 -1.95922 -0.37529
C -2.10903 -1.68035 2.48275
N -1.62549 -2.01754 1.35061
H 0.19856 -1.04093 1.60254
H -0.49696 -2.74244 -0.95091
H 0.72172 -1.38620 -0.91862
H -3.10073 -2.02318 2.74501
H -1.54185 -1.05946 3.16361
H -2.18474 -2.52531 0.67057
C 0.46996 1.92942 0.35533
N 0.57066 1.13171 -0.87780
C 1.37159 1.80839 -1.88568
O 1.82620 0.87644 -2.84426
H 1.46865 1.99465 0.78371
H -0.18708 1.43253 1.07339
H 0.05930 2.92990 0.20551
H -0.35856 0.97791 -1.25206
H 0.83970 2.55511 -2.48201
H 2.20070 2.30585 -1.36992
H 2.22174 0.14511 -2.36009
*
```

***

Energies in kcal/mol, measured from the most stable structure: A 0.0; B 39.3.

***

## A
The following is a DFT calculation (wB97M-V/def2-TZVPD) of a cluster of 2 separate species, C5H13N2O in total.

Output
* HOMO-LUMO gap: 10.61 eV
* LUMO energy: -3.012 eV

```
! RIJCOSX wB97M-V def2-TZVPD def2/J DEFGRID3
* xyz 1 1
C -0.17070 1.79634 2.90733
C 0.55641 1.72710 1.60975
C 1.67387 2.30944 1.24636
N -0.10206 0.84719 0.61316
H 0.49491 2.19221 3.66241
H -1.02987 2.46293 2.83050
H -0.45468 0.80059 3.23756
H 2.10705 2.15308 0.26720
H 2.23002 2.94450 1.91294
H -0.35065 -0.06143 1.00943
H 0.50415 0.60946 -0.18132
H -0.96456 1.25781 0.24338
C 0.73578 -2.19702 -1.63244
N -0.22876 -2.43501 -2.51625
C -1.56757 -1.88299 -2.39972
O 0.65598 -1.39939 -0.70069
H 1.64144 -2.79444 -1.78952
H -0.02730 -3.13625 -3.20902
H -2.01107 -2.17328 -1.45344
H -2.16702 -2.23632 -3.23115
H -1.52538 -0.78451 -2.42649
*
```

***

## B
The following is a DFT calculation (wB97M-V/def2-TZVPD) of a structure of composition C5H13N2O.

Output
* HOMO-LUMO gap: 5.88 eV
* LUMO energy: -9.105 eV

```
! RIJCOSX wB97M-V def2-TZVPD def2/J DEFGRID3
* xyz 1 1
O 0.48815 2.36096 0.30774
C 0.96884 1.20070 0.27874
N 1.30762 -0.01021 0.54433
C 3.25825 1.47637 2.51621
C -1.50583 -0.75329 -0.67049
N -2.09316 -1.80481 -1.48568
C -1.25289 -1.96390 -2.68376
C -2.37582 -0.03753 0.35609
H 2.48663 2.07872 3.00726
H 3.96339 1.12392 3.22582
H 3.78342 2.10058 1.77005
H 2.70729 0.64059 1.99344
H -0.65635 -1.13818 -0.03519
H 0.60827 0.27940 -0.49462
H -0.89353 -0.02057 -1.35453
H -1.50452 -2.83441 -3.30985
H -0.15747 -2.01418 -2.51782
H -1.46315 -1.07818 -3.32155
H -3.12794 0.55975 -0.11115
H -2.84378 -0.77758 1.03454
H -1.69744 0.61185 0.95042
*
```

***

## C
The following is a DFT calculation (wB97M-V/def2-TZVPD) of a cluster of 2 separate species, C5H13N2O in total.

Output
* HOMO-LUMO gap: 8.88 eV
* LUMO energy: -3.195 eV

```
! RIJCOSX wB97M-V def2-TZVPD def2/J DEFGRID3
* xyz 1 1
C -1.01032 0.32470 -1.53582
C -1.68792 -0.21631 -0.24463
C -0.79021 -0.93805 0.75348
C 0.50879 -1.09590 0.54592
N 1.47890 -1.44526 1.47278
C 1.86741 -2.52619 1.96827
N -0.77158 1.80531 -1.39527
H -0.01905 -0.04448 -1.79547
H -1.64557 0.19871 -2.40887
H -2.09272 0.64953 0.27306
H -2.39497 -0.89604 -0.73376
H -1.31909 -1.01060 1.69998
H 0.97806 -1.03770 -0.42848
H 1.50062 -3.54796 1.85866
H 2.59683 -2.44395 2.78257
H -0.61133 2.24875 -2.30349
H 0.00195 2.09415 -0.76593
H -1.64447 2.29845 -1.19386
H 1.81016 2.60635 0.75570
H 1.63189 1.06654 0.58322
O 1.61262 1.90995 0.11195
*
```

***

Energies in kcal/mol, measured from the most stable structure: A 0.0; B 187.7; C 40.3.